Molecular formula: C50H60As2N5PPtS
Method: DFT, ωB97M-V with the def2-TZVPD basis set

The calculation puts the total energy at -205323.8927 eV. The relative energy (zero: lowest compared OMol25 entry of this formula, charge and spin) comes out at 0.00 kcal/mol. As for the HOMO energy: -6.90 eV.

Atoms and positions in Å:
Pt: 0.31108 0.04490 -0.08677
C: 3.49765 -0.43551 2.05483
C: 2.21176 -0.81816 2.77273
As: 0.66751 0.28617 2.25801
C: -0.56558 -0.12932 3.69787
C: -0.09911 -0.28428 5.00375
C: -0.97640 -0.56524 6.03877
C: -2.33505 -0.69642 5.78013
C: -2.80560 -0.54417 4.48653
C: -1.92688 -0.25924 3.44922
C: 1.19242 2.11557 2.67186
C: 0.97296 2.72606 3.90081
C: 1.31920 4.05686 4.09396
C: 1.88182 4.78929 3.06032
C: 2.08482 4.19106 1.82461
C: 1.73294 2.86453 1.62957
As: 3.34578 -0.27639 0.08829
C: 3.33511 -2.14889 -0.47649
C: 2.15387 -2.87955 -0.34516
C: 2.07113 -4.17971 -0.81712
C: 3.15914 -4.76192 -1.44984
C: 4.32793 -4.03567 -1.61044
C: 4.41653 -2.73634 -1.12748
C: 5.20101 0.19496 -0.28082
C: 6.28308 -0.31137 0.43414
C: 7.57634 0.07080 0.11389
C: 7.80288 0.96122 -0.92686
C: 6.73313 1.46683 -1.64781
C: 5.43763 1.08683 -1.32219
H: 4.28937 -1.14406 2.30486
H: 3.82888 0.55572 2.37998
H: 2.35961 -0.78058 3.85463
H: 1.90682 -1.83425 2.52168
H: 0.95452 -0.17914 5.23149
H: -0.59885 -0.68090 7.04624
H: -3.02166 -0.91871 6.58604
H: -3.86182 -0.64454 4.27308
H: -2.30854 -0.13633 2.44595
H: 0.51282 2.17703 4.71167
H: 1.13893 4.52277 5.05390
H: 2.14705 5.82667 3.21162
H: 2.50457 4.76082 1.00603
H: 1.84740 2.41774 0.64678
H: 1.27789 -2.40706 0.08337
H: 1.14677 -4.73292 -0.70742
H: 3.08907 -5.77121 -1.83328
H: 5.17629 -4.47719 -2.11799
H: 5.33360 -2.18099 -1.27206
H: 6.12399 -1.01735 1.23898
H: 8.41039 -0.32826 0.67653
H: 8.81316 1.25847 -1.17421
H: 6.90455 2.15990 -2.46113
H: 4.59971 1.48766 -1.88284
S: -4.15893 -0.49379 0.25088
C: -3.31666 -1.97297 0.40874
C: -1.96996 -1.79493 0.34597
C: -1.58417 -0.42806 0.14268
C: -2.67643 0.40092 0.06091
C: -2.71924 1.87619 0.01302
C: -3.87071 2.56988 -0.37416
C: -3.86410 3.94963 -0.35742
C: -2.71441 4.61642 0.04544
C: -1.61867 3.85054 0.40738
N: -1.61192 2.52354 0.39266
H: -3.85781 -2.89431 0.54715
H: -1.26303 -2.60536 0.43742
H: -4.75108 2.03091 -0.69900
H: -4.74445 4.50124 -0.65823
H: -2.66581 5.69534 0.07643
H: -0.69096 4.32144 0.71782
N: 0.52733 -0.00975 -2.00674
P: -0.11258 -0.13352 -3.39492
N: -1.27870 -1.31231 -3.70058
C: -0.88255 -2.64490 -3.24239
C: -1.70924 -3.71717 -3.93675
C: -3.19612 -3.47350 -3.70188
C: -3.57225 -2.05501 -4.11860
C: -2.68637 -1.03231 -3.41845
N: -0.88559 1.24358 -3.93026
C: -1.10692 1.51399 -5.33905
C: -0.08652 2.51188 -5.87911
C: -0.09141 3.78679 -5.03946
C: 0.11006 3.46206 -3.56135
C: -0.91371 2.43524 -3.09520
N: 1.09659 -0.53212 -4.49085
C: 0.90251 -1.26054 -5.73555
C: 1.65129 -0.57102 -6.88143
C: 2.98584 0.00888 -6.38571
C: 3.45986 -0.75196 -5.15494
C: 2.48078 -0.55203 -3.99596
H: -1.01912 -2.72022 -2.15433
H: 0.18288 -2.78665 -3.43084
H: -1.41513 -4.70272 -3.56710
H: -1.49571 -3.69138 -5.00992
H: -3.41229 -3.59727 -2.63415
H: -3.79886 -4.20938 -4.23834
H: -4.61873 -1.85036 -3.87965
H: -3.45328 -1.94548 -5.20134
H: -2.87728 -1.07078 -2.33748
H: -2.91577 -0.02326 -3.75764
H: -2.11932 1.92569 -5.46344
H: -1.07472 0.57848 -5.89989
H: -0.29910 2.73891 -6.92720
H: 0.90208 2.04669 -5.83212
H: -1.05441 4.29509 -5.16529
H: 0.67792 4.47667 -5.39376
H: 0.03350 4.36692 -2.95360
H: 1.10764 3.03950 -3.40256
H: -1.92240 2.87172 -3.14852
H: -0.72565 2.14226 -2.06345
H: -0.16213 -1.33611 -5.94647
H: 1.26513 -2.29286 -5.62786
H: 1.03380 0.22648 -7.30125
H: 1.82249 -1.29704 -7.68032
H: 2.85670 1.05947 -6.11447
H: 3.73589 -0.02079 -7.17824
H: 4.45108 -0.41707 -4.84079
H: 3.55430 -1.81459 -5.39572
H: 2.68477 0.39945 -3.49761
H: 2.61296 -1.33520 -3.24048

Cartesian forces (eV/Å) of the 2 atoms listed first:
Pt 0.6215 0.1088 0.5274
C 0.0980 0.0367 0.0121